(1)
{"formula": "C32H61BrI2O28S", "method": "ωB97M-V/def2-TZVPD", "charge": 0, "homo_ev": -9.72, "symbols": ["C", "C", "C", "Br", "C", "O", "S", "O", "O", "O", "C", "C", "I", "C", "C", "I", "H", "H", "H", "H", "H", "H", "H", "H", "H", "H", "H", "H", "H", "C", "O", "C", "O", "O", "C", "H", "H", "H", "H", "H", "H", "C", "O", "C", "O", "O", "C", "H", "H", "H", "H", "H", "H", "C", "O", "C", "O", "O", "C", "H", "H", "H", "H", "H", "H", "C", "O", "C", "O", "O", "C", "H", "H", "H", "H", "H", "H", "C", "O", "C", "O", "O", "C", "H", "H", "H", "H", "H", "H", "C", "O", "C", "O", "O", "C", "H", "H", "H", "H", "H", "H", "C", "O", "C", "O", "O", "C", "H", "H", "H", "H", "H", "H", "C", "O", "C", "O", "O", "C", "H", "H", "H", "H", "H", "H"], "xyz": [[-1.00005, -1.95649, 1.97806], [0.30448, -1.58169, 1.20086], [0.59274, -0.04332, 1.18009], [0.59499, 0.50397, 3.10750], [2.02161, 0.24861, 0.59759], [2.57073, 1.38904, 1.34432], [3.69878, 1.95533, 0.26406], [4.02315, 3.38318, 0.28244], [4.76611, 0.95215, 0.36635], [2.66720, 1.84117, -1.01730], [2.17009, 0.44854, -0.97215], [0.85319, 0.49348, -1.84017], [0.93616, 2.21576, -3.22279], [0.64250, -0.75264, -2.77000], [-0.89107, -1.09710, -2.71931], [1.75411, -2.52010, -2.19938], [-1.64680, -1.10271, 2.22458], [-0.74768, -2.56361, 2.86523], [-1.57927, -2.63836, 1.32071], [0.16431, -1.88384, 0.14738], [1.20419, -2.06201, 1.62716], [-0.22152, 0.53979, 0.72540], [2.62738, -0.58358, 1.01103], [3.04404, -0.08498, -1.36902], [-0.06071, 0.66096, -1.25562], [0.89748, -0.48714, -3.80801], [-1.13448, -1.17805, -1.63631], [-1.50302, -0.25178, -3.08959], [-1.12706, -2.05474, -3.20237], [5.61710, -1.12630, -7.45812], [5.62683, -1.32065, -6.04402], [5.35138, -0.22006, -5.34323], [5.10885, 0.86270, -5.79715], [5.39280, -0.53592, -4.04818], [5.11496, 0.55827, -3.17543], [5.85328, -2.08054, -7.92375], [4.63098, -0.80917, -7.79654], [6.37523, -0.40070, -7.75186], [4.10625, 0.94542, -3.35340], [5.85270, 1.35037, -3.29995], [5.18098, 0.18469, -2.15632], [1.54633, -3.13655, 6.57049], [0.86102, -3.98613, 7.48944], [-0.43511, -4.12759, 7.21747], [-1.01970, -3.61765, 6.30083], [-0.96622, -4.93113, 8.13750], [-2.36531, -5.17191, 7.97099], [2.58831, -3.09120, 6.87822], [1.49815, -3.54510, 5.56133], [1.13129, -2.12930, 6.59562], [-2.56038, -5.66243, 7.01709], [-2.92856, -4.24154, 8.04653], [-2.67676, -5.83446, 8.77557], [-6.17901, 0.85209, 6.28463], [-5.63020, -0.03228, 5.30954], [-5.07933, -1.13273, 5.82486], [-5.01945, -1.41088, 6.99065], [-4.60827, -1.86702, 4.81915], [-3.98573, -3.08451, 5.23430], [-6.59497, 1.70362, 5.75094], [-6.97792, 0.36347, 6.84182], [-5.40316, 1.20813, 6.96193], [-4.70209, -3.72583, 5.74970], [-3.12581, -2.88173, 5.86982], [-3.64111, -3.59833, 4.33953], [10.26336, -2.01446, -11.75236], [9.47845, -2.46887, -10.65101], [10.02255, -2.22085, -9.45898], [11.06981, -1.67150, -9.26270], [9.19629, -2.69128, -8.52390], [9.65526, -2.49354, -7.18647], [9.72339, -2.26999, -12.66119], [10.39220, -0.93317, -11.71351], [11.23142, -2.51437, -11.76763], [9.75957, -1.43087, -6.96865], [10.59936, -3.01238, -7.02303], [8.90738, -2.91222, -6.51659], [-2.76727, 4.67249, -5.53720], [-3.28341, 4.07737, -6.72799], [-3.28907, 2.74345, -6.71476], [-2.91035, 2.04007, -5.81804], [-3.79212, 2.32508, -7.87749], [-3.85854, 0.90601, -8.00363], [-2.81299, 5.75204, -5.65904], [-3.37460, 4.39691, -4.67556], [-1.72787, 4.38425, -5.38165], [-4.50847, 0.48115, -7.23894], [-2.86275, 0.46713, -7.94588], [-4.28059, 0.68778, -8.98195], [-1.21121, 8.21563, -0.21054], [-0.11079, 7.64623, 0.49494], [0.17323, 6.39224, 0.13595], [-0.40714, 5.75023, -0.69648], [1.21044, 5.98042, 0.86118], [1.62464, 4.64102, 0.57593], [-1.34614, 9.22800, 0.16361], [-1.00168, 8.26210, -1.27899], [-2.12329, 7.64889, -0.02455], [1.94331, 4.54848, -0.45997], [0.81808, 3.93811, 0.79643], [2.46185, 4.41761, 1.21631], [-7.20995, 5.18101, -6.07384], [-8.04057, 4.75458, -4.99501], [-7.54128, 5.02784, -3.78997], [-6.49792, 5.57676, -3.56690], [-8.40384, 4.58321, -2.87592], [-7.99090, 4.81150, -1.52965], [-7.70896, 4.91030, -7.00135], [-7.07831, 6.26257, -6.05457], [-6.24443, 4.67617, -6.03904], [-7.88798, 5.87851, -1.33390], [-7.05583, 4.29262, -1.32015], [-8.76640, 4.41021, -0.88128], [-2.06831, -7.33651, 14.44772], [-1.08514, -6.38403, 14.04732], [-1.34440, -5.79555, 12.87906], [-2.29849, -6.00422, 12.18108], [-0.35926, -4.93712, 12.62278], [-0.51410, -4.23252, 11.39058], [-1.75146, -7.74519, 15.40449], [-3.03898, -6.85799, 14.57526], [-2.13477, -8.14891, 13.72446], [-1.42458, -3.63277, 11.40221], [-0.52158, -4.92351, 10.55004], [0.33923, -3.56651, 11.28454]]}

=====

(2)
{"formula": "C32H62BrNO25Si2", "method": "ωB97M-V/def2-TZVPD", "charge": 0, "homo_ev": -8.84, "de_lowest_kcal_mol": 29.1, "symbols": ["C", "C", "C", "C", "C", "C", "C", "C", "Si", "O", "Si", "N", "Br", "H", "H", "H", "H", "H", "H", "H", "H", "H", "H", "H", "H", "H", "H", "C", "O", "C", "O", "O", "C", "H", "H", "H", "H", "H", "H", "C", "O", "C", "O", "O", "C", "H", "H", "H", "H", "H", "H", "C", "O", "C", "O", "O", "C", "H", "H", "H", "H", "H", "H", "C", "O", "C", "O", "O", "C", "H", "H", "H", "H", "H", "H", "C", "O", "C", "O", "O", "C", "H", "H", "H", "H", "H", "H", "C", "O", "C", "O", "O", "C", "H", "H", "H", "H", "H", "H", "C", "O", "C", "O", "O", "C", "H", "H", "H", "H", "H", "H", "C", "O", "C", "O", "O", "C", "H", "H", "H", "H", "H", "H"], "xyz": [[3.13728, -2.13617, 4.90033], [1.76929, -1.63689, 4.38320], [1.05197, -2.31501, 3.27901], [-0.21140, -1.79594, 2.79811], [-0.83490, -0.61430, 3.36090], [-0.14992, 0.06492, 4.46378], [1.14042, -0.44990, 4.96855], [1.79241, 0.39823, 6.17067], [2.26862, 2.10063, 5.42308], [3.76247, 2.73362, 6.00589], [4.59988, 3.33061, 4.61880], [5.61392, 2.03418, 3.97448], [5.74543, 5.24345, 5.02277], [3.25334, -3.23826, 4.77867], [3.31579, -1.89658, 5.96849], [3.94945, -1.62053, 4.32842], [1.52335, -3.22374, 2.86235], [-0.69840, -2.32543, 1.95382], [-1.78756, -0.17986, 3.01368], [-0.61279, 0.97923, 4.88729], [2.65133, -0.12100, 6.63627], [0.93795, 0.56015, 6.87399], [1.12812, 3.01662, 5.53546], [2.46953, 1.82744, 3.98215], [3.63775, 3.65621, 3.55248], [6.01431, 1.52658, 4.76275], [6.33575, 2.39162, 3.35391], [2.04849, 0.90398, 0.36584], [1.75227, 1.05438, -1.02427], [1.96619, -0.05363, -1.73066], [2.37116, -1.09792, -1.29231], [1.64956, 0.19573, -3.00606], [1.83087, -0.91906, -3.88268], [1.84187, 1.85564, 0.85072], [1.41540, 0.13766, 0.81432], [3.10361, 0.66180, 0.49354], [1.19088, -1.75005, -3.58625], [2.87640, -1.22734, -3.90276], [1.54324, -0.59907, -4.88282], [-6.29736, -5.53443, 1.37693], [-4.87264, -5.50633, 1.26625], [-4.41027, -4.57710, 0.42964], [-5.08106, -3.80311, -0.20389], [-3.07862, -4.65491, 0.41660], [-2.44608, -3.70940, -0.44552], [-6.55389, -6.32418, 2.07968], [-6.67223, -4.58737, 1.76459], [-6.75496, -5.76210, 0.41420], [-2.67072, -2.68988, -0.12919], [-2.75080, -3.86735, -1.48022], [-1.37054, -3.86385, -0.37736], [0.93879, 2.31641, -4.88639], [0.19508, 1.72868, -5.95917], [-0.80873, 2.49037, -6.41455], [-1.11139, 3.57689, -6.00496], [-1.41185, 1.82683, -7.40434], [-2.51090, 2.52245, -7.99279], [1.71436, 1.61836, -4.60508], [1.40951, 3.24576, -5.20837], [0.29800, 2.48846, -4.02298], [-2.17872, 3.45976, -8.43846], [-3.29122, 2.70406, -7.25395], [-2.91530, 1.88748, -8.77799], [-10.80829, -3.49228, -3.69199], [-9.44844, -3.16639, -3.97140], [-8.61355, -3.38012, -2.94791], [-8.92068, -3.80694, -1.86566], [-7.38671, -3.03868, -3.33773], [-6.38094, -3.21703, -2.33163], [-11.38572, -3.27888, -4.58919], [-10.91002, -4.55157, -3.45567], [-11.19182, -2.87908, -2.87644], [-6.30861, -4.26061, -2.04267], [-6.58936, -2.59313, -1.46752], [-5.43019, -2.90880, -2.76121], [-3.51765, 2.71276, 9.52591], [-2.25799, 2.39253, 8.93577], [-1.27115, 3.22909, 9.26709], [-1.36627, 4.18331, 9.99025], [-0.15803, 2.81795, 8.65204], [0.98940, 3.62545, 8.91624], [-4.23514, 1.96898, 9.18611], [-3.45624, 2.66696, 10.61308], [-3.85556, 3.69700, 9.20195], [1.23271, 3.61775, 9.97849], [0.83151, 4.64577, 8.56697], [1.82716, 3.19803, 8.36679], [3.24067, -3.84193, -0.74464], [3.50231, -5.24809, -0.79241], [2.40804, -6.00687, -0.85672], [1.27123, -5.61276, -0.86309], [2.79331, -7.28523, -0.90854], [1.71505, -8.21723, -0.97854], [4.19992, -3.33269, -0.68740], [2.72928, -3.51423, -1.64666], [2.65894, -3.58590, 0.14048], [1.12673, -8.05849, -1.88228], [1.08420, -8.14382, -0.09266], [2.14807, -9.21460, -1.01582], [0.75300, -0.55612, -7.92162], [0.45268, -0.43343, -9.31353], [0.67181, -1.54310, -10.02101], [1.08406, -2.58739, -9.59062], [0.35246, -1.29155, -11.29490], [0.53919, -2.40035, -12.17263], [0.53644, 0.40192, -7.45153], [0.12642, -1.32003, -7.45913], [1.80982, -0.78725, -7.77586], [-0.09520, -3.23623, -11.87775], [1.58620, -2.70273, -12.19396], [0.24944, -2.07858, -13.17078], [4.29927, 8.36571, 4.21482], [4.79991, 9.44606, 3.42567], [4.90968, 9.16548, 2.12554], [4.63031, 8.11990, 1.60191], [5.38470, 10.25039, 1.50705], [5.55398, 10.09206, 0.09933], [4.25267, 8.70769, 5.24701], [3.29402, 8.08900, 3.89519], [4.96719, 7.50540, 4.16288], [4.59891, 9.88269, -0.38236], [6.27318, 9.30172, -0.11564], [5.94185, 11.03099, -0.29002]]}